No. 1
Computed, not measured: a cluster of 2 separate species, CH2BrCl2P in total, with ωB97M-V with the def2-TZVPD basis set.

Element x y z (Å)
1 C -0.6214 1.2652 0.2422
2 P 1.5958 -0.9791 -0.2029
3 Cl 0.5363 -2.2847 0.8586
4 Cl 1.2816 -1.6042 -2.0733
5 Br -1.7749 0.1597 1.1755
6 H -0.1654 2.0569 0.8001
7 H -0.8520 1.3863 -0.8002

Computed properties:
Energy relative to the best compared isomer or geometry (same formula, charge and spin): 58.0 kcal per mole
HOMO (alpha / beta): -8.17 / -8.55 eV

---

No. 2
Computed, not measured: a cluster of 2 separate species, C3H5NOS2 in total, with ωB97M-V with the def2-TZVPD basis set.

Element x y z (Å)
1 C -0.7844 0.3621 0.2345
2 C 0.6955 -1.3983 -0.6304
3 C -2.0077 1.0010 0.4460
4 N -0.2385 -0.6223 -0.1333
5 O 3.0677 -0.5136 1.1849
6 S 1.9574 1.5218 -0.4593
7 S 2.7999 -0.2169 -0.2079
8 H 0.7079 -2.3078 -0.2287
9 H 0.7717 -1.2536 -1.7216
10 H -2.1464 1.3919 1.3976
11 H -2.7741 0.2169 0.4360
12 H -2.0490 1.8189 -0.3176

Computed properties:
Energy relative to the best compared isomer or geometry (same formula, charge and spin): 82.7 kcal per mole
HOMO: -8.37 eV

---

No. 3
Computed, not measured: the ion C8H12NS with charge +1, with ωB97M-V with the def2-TZVPD basis set.

Element x y z (Å)
1 C -1.1429 -1.9101 -2.5515
2 C -0.7121 -1.2965 -1.3496
3 C -1.6972 -0.9448 -3.3925
4 C -0.7955 0.1209 -1.4038
5 C -0.5007 1.0039 0.9227
6 C -0.5054 1.1682 -0.5782
7 C 0.7669 0.0674 1.5969
8 C 2.1241 0.7338 1.1358
9 N 0.5659 0.0370 3.0303
10 S -1.4559 0.7010 -2.9810
11 H -0.9872 -3.0050 -2.6916
12 H -0.1706 -1.8752 -0.4779
13 H -1.9334 -1.1576 -4.4204
14 H -0.4233 2.0264 1.3728
15 H -1.2953 0.3796 1.2801
16 H -0.2480 2.1170 -0.9616
17 H 0.5043 -0.8636 1.2538
18 H 2.4798 0.4714 0.1452
19 H 2.8564 0.3796 1.8747
20 H 2.2045 1.7920 1.3068
21 H 0.0086 -0.7777 3.2043
22 H 0.3570 0.8324 3.6846

Computed properties:
Total charge: +1
Energy relative to the best compared isomer or geometry (same formula, charge and spin): 52.5 kcal per mole
HOMO: -12.52 eV

---

No. 4
Computed, not measured: a cluster of 13 separate species, C30H45Cl24F10N3O2S3 in total, with ωB97M-V with the def2-TZVPD basis set.

Element x y z (Å)
1 C -0.0450 -3.3606 -1.2517
2 C 0.2599 -2.3977 -0.1293
3 O 0.8711 -2.8188 0.8120
4 N -0.2398 -1.0494 -0.1410
5 C -0.5341 -0.6323 1.2336
6 C 0.5865 -0.0736 -0.8511
7 S 1.9308 0.6854 0.1996
8 C -0.2296 1.1961 -1.2775
9 F -0.2826 2.2231 -0.3194
10 C -1.6777 1.1253 -1.7574
11 C -2.7224 0.7558 -0.6957
12 C -4.1643 1.1395 -1.0710
13 C -4.5885 0.8529 -2.5163
14 C -5.4794 -0.3897 -2.6893
15 F -5.9342 -0.3530 -3.9643
16 F -6.5042 -0.2627 -1.8136
17 C -4.6637 -1.6741 -2.4090
18 F -4.4532 -1.7995 -1.0938
19 F -3.4477 -1.5802 -2.9725
20 S -5.4133 -3.3086 -3.0263
21 F -5.6946 -3.8226 -1.5443
22 F -6.8738 -2.6991 -3.0495
23 F -5.1286 -2.8798 -4.5173
24 F -3.9777 -3.9944 -2.9264
25 F -5.9940 -4.6708 -3.5739
26 C 0.6266 1.8138 -2.4100
27 O 0.4263 2.8734 -2.9094
28 N 1.6500 0.9086 -2.7123
29 C 1.2416 -0.4385 -2.2254
30 S 0.1482 -1.0925 -3.6007
31 C 2.5194 -1.2983 -2.3160
32 C 3.2203 -1.8629 -1.2459
33 C 4.3451 -2.6358 -1.5461
34 N 4.8227 -2.9146 -2.7488
35 C 4.1661 -2.3563 -3.7788
36 C 3.0570 -1.5586 -3.5806
37 H -0.8573 -3.0389 -1.8916
38 H 0.8536 -3.6384 -1.7971
39 H -0.3906 -4.2600 -0.7402
40 H -1.3553 -1.2519 1.5946
41 H 0.3038 -0.7189 1.9186
42 H -0.8850 0.3929 1.2374
43 H 1.2246 1.2149 1.2084
44 H -1.8214 0.4949 -2.6298
45 H -1.9265 2.1371 -2.0899
46 H -2.4744 1.3308 0.1978
47 H -2.6350 -0.2882 -0.4055
48 H -4.8283 0.6788 -0.3415
49 H -4.2529 2.2137 -0.9017
50 H -3.7714 0.8137 -3.2303
51 H -5.2389 1.6641 -2.8454
52 H 1.6943 0.9264 -3.7297
53 H -0.9873 -1.3925 -2.9604
54 H 2.8980 -1.6920 -0.2336
55 H 4.8910 -3.0537 -0.7053
56 H 4.5498 -2.5549 -4.7839
57 H 2.5855 -1.1222 -4.4541
58 C -2.9901 -5.3520 -5.6078
59 Cl -1.8003 -4.0532 -5.4449
60 Cl -2.2584 -6.9438 -5.3781
61 H -3.7598 -5.2139 -4.8612
62 H -3.4147 -5.3041 -6.6034
63 C 5.6870 -1.0828 -7.6134
64 Cl 7.1468 -0.7838 -6.6669
65 Cl 4.2737 -1.3165 -6.5716
66 H 5.5075 -0.2307 -8.2578
67 H 5.8313 -1.9794 -8.2041
68 C 1.1227 1.3243 4.6111
69 Cl 2.1711 0.0414 3.9957
70 Cl -0.3831 1.4559 3.6901
71 H 0.8705 1.1038 5.6437
72 H 1.6581 2.2648 4.5430
73 C -3.5993 -4.7909 -10.0463
74 Cl -2.0988 -4.5136 -9.1553
75 Cl -4.9346 -5.2380 -8.9746
76 H -3.8662 -3.8794 -10.5674
77 H -3.4395 -5.5965 -10.7526
78 C -0.6172 -1.9050 7.0079
79 Cl 0.2400 -1.8636 5.4638
80 Cl -1.2025 -0.3007 7.4597
81 H -1.4668 -2.5724 6.9245
82 H 0.0642 -2.2574 7.7740
83 C 5.5606 0.7564 1.4005
84 Cl 5.0296 -0.2586 0.0532
85 Cl 4.9316 2.4032 1.2251
86 H 5.1745 0.3349 2.3220
87 H 6.6437 0.7882 1.4243
88 C -7.9623 -2.7548 0.2923
89 Cl -9.4161 -3.6530 0.7435
90 Cl -7.6602 -1.3983 1.3835
91 H -7.1146 -3.4250 0.3328
92 H -8.0908 -2.3680 -0.7115
93 C 5.0686 5.5092 3.4403
94 Cl 6.4823 5.8249 4.4567
95 Cl 3.6710 5.0139 4.4109
96 H 4.8113 6.4148 2.9055
97 H 5.3050 4.7125 2.7465
98 C 2.3258 5.0194 -0.1341
99 Cl 3.3269 3.8414 -0.9828
100 Cl 2.6357 5.0031 1.6157
101 H 2.5496 6.0094 -0.5131
102 H 1.2832 4.7759 -0.3065
103 C 2.9106 7.9266 6.4153
104 Cl 2.1223 8.5471 4.9571
105 Cl 1.9316 8.2018 7.8618
106 H 3.0664 6.8623 6.2986
107 H 3.8598 8.4348 6.5369
108 C 0.3809 1.8392 10.4644
109 Cl 0.3030 0.0714 10.4411
110 Cl 0.5130 2.5344 8.8454
111 H -0.5227 2.2175 10.9273
112 H 1.2507 2.1360 11.0363
113 C 4.4285 3.3637 9.1373
114 Cl 3.6203 4.0087 7.7067
115 Cl 3.4792 3.6242 10.6079
116 H 4.5784 2.2991 9.0026
117 H 5.3813 3.8665 9.2511

Computed properties:
HOMO: -9.03 eV

---

No. 5
Computed, not measured: a cluster of 12 separate species, C3H32NO11 in total, with ωB97M-V with the def2-TZVPD basis set.

Element x y z (Å)
1 C -0.6218 -0.3699 -1.3971
2 C 0.1077 -1.1921 -2.4648
3 C -0.6935 -1.3817 -3.7843
4 N 0.0222 -0.5843 -0.0704
5 H -0.4719 0.7025 -1.5033
6 H -1.6763 -0.8291 -1.4316
7 H 0.2830 -2.1713 -1.9687
8 H 1.1478 -0.7759 -2.6028
9 H -1.7143 -1.5827 -3.6027
10 H -0.7178 -0.5447 -4.4027
11 H -0.1920 -2.2164 -4.2730
12 H -0.3636 -1.4058 0.3548
13 H 1.0579 -0.6240 -0.2347
14 H -0.3129 0.1991 0.5081
15 H 2.8595 1.1685 -2.7576
16 H 2.6405 1.6960 -1.3289
17 O 2.5615 0.8692 -1.8693
18 H -1.5307 1.1331 3.5361
19 H -0.8846 2.4010 4.1300
20 O -1.7638 2.0227 3.7623
21 H -1.2892 -3.3524 -0.4454
22 H -0.4212 -4.6079 -0.8005
23 O -0.6705 -3.6808 -1.0859
24 H 3.6382 -0.7576 1.2078
25 H 4.0183 0.4308 2.3677
26 O 3.4187 -0.1973 1.9718
27 H 0.9616 -1.0342 4.4225
28 H 0.7191 -1.7686 3.0884
29 O 0.3020 -1.1830 3.7026
30 H -0.0653 4.5542 -1.1879
31 H 0.2232 3.1010 -0.6776
32 O 0.6377 4.0116 -0.8982
33 H -3.9091 0.9152 2.5778
34 H -4.0645 1.6968 1.3004
35 O -3.9321 0.8298 1.6301
36 H -2.3626 1.5724 0.9481
37 H -1.2012 1.9882 1.9061
38 O -1.4199 1.7786 0.9990
39 H 1.9838 2.5901 1.4669
40 H 2.0571 3.3318 -0.0666
41 O 2.3290 2.7397 0.5923
42 H 2.4442 -2.3972 -1.3596
43 H 2.7291 -0.8859 -1.3280
44 O 2.4190 -1.6261 -0.7863
45 H -2.9951 -2.1028 0.1524
46 H -2.8821 -0.8318 0.9537
47 O -2.4052 -1.6289 0.7487

Computed properties:
Total charge: +1
Energy relative to the best compared isomer or geometry (same formula, charge and spin): 88.2 kcal per mole
HOMO: -13.88 eV

---

No. 6
Computed, not measured: a cluster of 4 separate species, C23H60N4O7PS in total, with ωB97M-V with the def2-TZVPD basis set.

Element x y z (Å)
1 C 4.2590 0.4327 -1.7930
2 C 5.2807 1.4599 -1.3216
3 C 4.7065 2.5071 -0.3694
4 C 4.0853 3.7589 -1.0359
5 C 3.8714 3.7361 -2.5450
6 S 2.5239 4.2709 -0.1764
7 P 0.7277 3.7275 -1.3935
8 N 1.0523 2.1560 -1.8338
9 O -0.3101 3.6493 -0.1536
10 H 4.6635 -0.1746 -2.5972
11 H 3.3391 0.8853 -2.1621
12 H 3.9936 -0.2300 -0.9716
13 H 6.0413 0.9145 -0.7640
14 H 5.7981 1.9222 -2.1595
15 H 5.4981 2.8649 0.2859
16 H 3.9891 1.9987 0.2761
17 H 4.7232 4.6091 -0.8104
18 H 4.8029 4.0289 -3.0196
19 H 3.1332 4.4749 -2.8575
20 H 3.5408 2.7727 -2.9055
21 H 2.5149 3.4488 0.8817
22 H 0.3489 1.9272 -2.5457
23 H 0.9311 1.4578 -1.1052
24 H -0.0430 3.0990 0.5850
25 C -5.4613 -1.8376 -4.5278
26 O -5.6360 -0.5818 -3.9018
27 C -6.0658 -0.6490 -2.5481
28 C -5.0052 -0.1024 -1.6228
29 N -3.8366 -0.9761 -1.6067
30 C -2.6880 -0.4453 -0.8948
31 C -2.0690 0.8479 -1.4070
32 O -1.4114 0.7373 -2.6610
33 C -2.2518 0.8555 -3.8081
34 H -5.2589 -1.6471 -5.5797
35 H -4.6226 -2.4022 -4.1035
36 H -6.3647 -2.4490 -4.4511
37 H -6.3232 -1.6770 -2.2781
38 H -6.9651 -0.0349 -2.4512
39 H -5.4115 -0.0258 -0.6127
40 H -4.7728 0.9177 -1.9592
41 H -3.5730 -1.1834 -2.5613
42 H -1.9106 -1.2144 -0.8957
43 H -2.9739 -0.2844 0.1496
44 H -1.2851 1.1321 -0.6986
45 H -2.7908 1.6724 -1.4257
46 H -3.0917 1.5252 -3.6168
47 H -2.6328 -0.1146 -4.1293
48 H -1.6474 1.2637 -4.6175
49 C -4.1425 3.6911 5.5400
50 O -4.3155 2.3093 5.3028
51 C -5.5580 1.7871 5.7640
52 C -6.4187 1.3373 4.6074
53 N -6.8568 2.4730 3.8098
54 C -7.5502 2.1282 2.5755
55 C -6.7802 1.3495 1.5182
56 O -5.7105 2.0695 0.9264
57 C -4.4846 2.0177 1.6229
58 H -3.1192 3.9398 5.2635
59 H -4.8275 4.3058 4.9450
60 H -4.2865 3.9352 6.5964
61 H -6.0833 2.5352 6.3637
62 H -5.3432 0.9266 6.4026
63 H -7.2983 0.8214 5.0025
64 H -5.8373 0.6045 4.0284
65 H -6.0532 3.0464 3.5891
66 H -7.8935 3.0590 2.1190
67 H -8.4449 1.5529 2.8325
68 H -7.4751 1.1247 0.7049
69 H -6.4122 0.3882 1.8989
70 H -4.3597 1.0696 2.1546
71 H -4.3771 2.8377 2.3391
72 H -3.6855 2.1157 0.8837
73 C 5.3051 -5.6560 2.6551
74 O 6.5799 -5.5680 2.0544
75 C 6.7535 -6.3946 0.9102
76 C 6.9425 -5.5573 -0.3325
77 N 5.7201 -4.8433 -0.6751
78 C 5.8615 -3.8715 -1.7502
79 C 6.7851 -2.6822 -1.5239
80 O 6.3275 -1.7759 -0.5330
81 C 6.6947 -2.0911 0.7995
82 H 5.3448 -5.0822 3.5789
83 H 4.5144 -5.2434 2.0168
84 H 5.0497 -6.6915 2.8978
85 H 5.9008 -7.0693 0.7940
86 H 7.6494 -7.0004 1.0671
87 H 7.2130 -6.2136 -1.1644
88 H 7.7934 -4.8855 -0.1492
89 H 5.3729 -4.3753 0.1520
90 H 4.8658 -3.4793 -1.9742
91 H 6.2022 -4.3991 -2.6466
92 H 6.8226 -2.1126 -2.4565
93 H 7.8122 -2.9905 -1.2991
94 H 7.6561 -2.6075 0.8397
95 H 5.9432 -2.7072 1.3007
96 H 6.7807 -1.1524 1.3483

Computed properties:
Total charge: +1
HOMO: -10.31 eV

---

No. 7
Computed, not measured: a structure of composition C14H18F3NO3PtS2, with ωB97M-V with the def2-TZVPD basis set.

Element x y z (Å)
1 Pt 0.2005 0.1517 0.2221
2 C -0.8959 -2.5693 1.7906
3 O -0.6830 -2.0004 0.4727
4 C 0.3097 -2.6778 -0.3341
5 C 0.0417 -2.3078 -1.7561
6 O 0.1422 -0.8762 -1.8558
7 C -0.7089 -0.2557 -2.8267
8 C -1.1220 1.0750 -2.2849
9 O -1.6461 0.8618 -0.9554
10 C -2.6402 1.8344 -0.5325
11 H -0.9001 -3.6544 1.7253
12 H -1.8620 -2.2206 2.1349
13 H -0.1241 -2.2506 2.4919
14 H 0.2315 -3.7575 -0.2194
15 H 1.3135 -2.3685 -0.0341
16 H -0.9638 -2.6219 -2.0309
17 H 0.7608 -2.7921 -2.4145
18 H -1.5870 -0.8772 -2.9933
19 H -0.1826 -0.1210 -3.7705
20 H -1.8871 1.4978 -2.9343
21 H -0.2814 1.7689 -2.2469
22 H -3.4905 1.7813 -1.2086
23 H -2.2362 2.8461 -0.5450
24 H -2.9606 1.5671 0.4661
25 S 1.7506 1.9922 -0.3833
26 C 2.7830 1.0083 0.4959
27 N 2.2882 -0.1085 0.9698
28 C 3.1971 -0.8256 1.7056
29 C 2.9961 -2.0552 2.3503
30 C 4.0536 -2.6250 3.0019
31 C 5.3200 -1.9989 3.0276
32 C 5.5337 -0.7889 2.4070
33 C 4.4621 -0.1980 1.7492
34 S 4.4309 1.3005 0.8826
35 H 2.0242 -2.5332 2.3288
36 H 3.9256 -3.5771 3.4996
37 H 6.1392 -2.4839 3.5413
38 H 6.5076 -0.3149 2.4214
39 F -1.7328 0.3889 2.1638
40 C -0.5521 0.8874 1.9341
41 F 0.2725 0.5613 2.9061
42 F -0.6148 2.1907 1.8287

Computed properties:
Total charge: +2
Energy relative to the best compared isomer or geometry (same formula, charge and spin): 26.3 kcal per mole
HOMO: -14.92 eV

---

No. 8
Computed, not measured: a structure of composition C8H24ClI2N2OP2Y, with ωB97M-V with the def2-TZVPD basis set.

Element x y z (Å)
1 I 0.3558 1.0424 -4.0482
2 I -0.4212 2.8531 -1.3969
3 Y 0.0083 0.2554 -0.5275
4 P -2.8329 -0.0462 -0.1812
5 C -3.7224 1.0239 0.9619
6 C -3.3913 0.2944 -1.8986
7 H -4.4743 0.2083 -2.0181
8 H -4.4453 -1.9075 0.1442
9 H -2.8826 -0.4184 -2.5751
10 H -2.8441 -2.4486 -0.4491
11 H -3.4693 2.0613 0.7297
12 H -3.1149 1.3383 -2.1166
13 C -3.3636 -1.7549 0.2361
14 H -4.8049 0.9347 0.9283
15 H -3.0972 -1.9201 1.2959
16 H -3.4096 0.7535 1.9763
17 P 2.8190 -0.0075 -0.1500
18 C 3.7180 1.0640 0.9746
19 C 3.3517 -1.7202 0.2545
20 H 2.8573 -0.4049 -2.5329
21 H 4.4534 0.2348 -1.9546
22 H 3.0758 1.3685 -2.0921
23 C 3.3675 0.3264 -1.8739
24 H 2.8384 -2.4101 -0.4390
25 H 4.4365 -1.8284 0.1511
26 H 4.7944 0.9479 0.8987
27 H 3.4171 0.8004 1.9932
28 H 3.0857 -1.8956 1.3118
29 H 3.4606 2.0993 0.7323
30 Cl -0.0134 -1.9027 -1.7142
31 C -0.3664 -1.6436 4.5631
32 N -0.0499 -0.2517 4.1567
33 C 0.0615 0.3149 2.9183
34 N 0.3140 1.6576 2.9772
35 O -0.0635 -0.3025 1.7739
36 H -0.5163 -2.3938 3.7886
37 H -1.2704 -1.5673 5.1661
38 H 0.4545 -1.9412 5.2155
39 H 0.0470 0.3815 4.9659
40 H 0.5811 2.1643 2.1254
41 H 0.4314 2.0467 3.9146

Computed properties:
Total charge: +2
Energy relative to the best compared isomer or geometry (same formula, charge and spin): 0.0 kcal per mole
HOMO (alpha / beta): -14.79 / -14.79 eV

---

Number 1: electronic energy -3875.0005 a.u.. Number 2: electronic energy -1043.5574 a.u.. Number 3: electronic energy -764.6283 a.u.. Number 4: electronic energy -14722.5761 a.u.. Number 5: electronic energy -1015.6372 a.u.. Number 6: electronic energy -2397.2012 a.u.. Number 7: electronic energy -2039.3653 a.u.. Number 8: electronic energy -2280.1849 a.u..